Entry 1:
{"formula": "C9H18N2O4S", "method": "the ωB97M-V functional and the def2-TZVPD basis", "homo_lumo_gap_ev": 6.008, "total_energy_ha": -1162.03977, "homo_ev": -6.041, "lumo_energy_ev": -0.03, "total_charge": 0, "species": ["O", "N", "O", "O", "O", "C", "C", "N", "C", "C", "C", "C", "C", "C", "C", "S", "H", "H", "H", "H", "H", "H", "H", "H", "H", "H", "H", "H", "H", "H", "H", "H", "H", "H"], "positions_angstrom": [[-3.4713, -1.5314, 2.7950], [-0.9995, 0.6753, 1.7614], [-2.3422, 0.0917, 1.6728], [0.0521, 1.9456, -1.5887], [2.2188, 0.6701, 1.4841], [-2.4368, -0.9578, 2.4942], [-0.4930, 1.2267, 0.7029], [-1.2626, -1.5150, 2.9246], [-1.2331, -2.6744, 3.8887], [-2.3293, 2.0597, -0.8435], [1.9415, -1.5889, -3.1727], [-0.9487, 1.2803, -0.7012], [1.5463, -0.0988, -2.9777], [1.8916, 0.3365, -1.6050], [1.4144, 1.7596, -1.1828], [1.2378, 1.6673, 0.6288], [1.7379, -0.0270, 1.8696], [-0.4418, -1.0666, 2.6466], [-2.0732, -2.5701, 4.5450], [-1.2939, -3.6324, 3.3805], [-0.3030, -2.6442, 4.3950], [-2.2066, 2.8484, -0.2293], [-3.1538, 1.3793, -0.5101], [-2.5196, 2.4193, -1.7947], [1.4546, -2.3892, -2.5344], [3.0914, -1.8277, -3.0870], [1.6496, -1.8439, -4.1763], [-1.2655, 0.2550, -1.0584], [0.4543, -0.0111, -3.0255], [2.0829, 0.4040, -3.7051], [1.5301, -0.3711, -0.8242], [2.9337, 0.2996, -1.5783], [2.1519, 2.4767, -1.6145], [1.3847, 2.9545, 1.0201]]}

=====

Entry 2:
{"formula": "C9H18N2OSi", "method": "the ωB97M-V functional and the def2-TZVPD basis", "homo_lumo_gap_ev": 8.267, "total_energy_ha": -827.82413, "homo_ev": -7.515, "lumo_energy_ev": 0.75, "total_charge": 0, "smiles": "C=C[Si](C#COC)(N(C)C)N(C)C", "species": ["C", "C", "C", "C", "C", "C", "C", "C", "C", "N", "N", "O", "Si", "H", "H", "H", "H", "H", "H", "H", "H", "H", "H", "H", "H", "H", "H", "H", "H", "H", "H"], "positions_angstrom": [[2.7100, 0.4198, 0.2248], [1.5626, 0.4019, -0.1706], [-0.0615, 1.6860, -2.8176], [-0.7635, 0.7380, -2.2356], [-2.0218, -1.9066, -0.2936], [0.1289, -2.3132, 0.5842], [-0.9490, 1.1206, 2.1419], [-1.6010, 2.6197, 0.4258], [4.7349, -0.5814, 0.3383], [-0.8327, -1.2572, 0.0131], [-1.0444, 1.4023, 0.7500], [3.8971, 0.5815, 0.6347], [-0.2896, 0.2934, -0.4942], [-0.5060, 2.0553, -3.7665], [0.9766, 2.0975, -2.5461], [-1.7746, 0.4224, -2.5256], [-1.9342, -2.5835, -1.0815], [-2.6229, -2.4808, 0.5437], [-2.6719, -1.1215, -0.6751], [0.9397, -1.8546, 1.2285], [-0.5338, -2.7016, 1.3702], [0.5130, -3.0152, -0.0759], [-1.1228, 0.0546, 2.4244], [0.0579, 1.2595, 2.4896], [-1.6833, 1.7320, 2.7303], [-1.3289, 2.8516, -0.6654], [-2.6097, 2.3313, 0.4001], [-1.1983, 3.4372, 1.0596], [5.7626, -0.3746, 0.8083], [4.8887, -0.7125, -0.7829], [4.4727, -1.5276, 0.7539]]}

=====

Entry 3:
{"formula": "C9H18N2S", "method": "the ωB97M-V functional and the def2-TZVPD basis", "homo_lumo_gap_ev": 8.370, "total_energy_ha": -861.26951, "homo_ev": -7.498, "lumo_energy_ev": 0.87, "total_charge": 0, "species": ["C", "C", "C", "C", "C", "C", "C", "C", "C", "N", "N", "S", "H", "H", "H", "H", "H", "H", "H", "H", "H", "H", "H", "H", "H", "H", "H", "H", "H", "H"], "positions_angstrom": [[-1.1695, 2.1992, 0.3780], [-3.4755, 1.3933, 1.0349], [-3.5749, 1.7863, -0.4611], [-2.3027, 1.2712, 0.0659], [-1.4138, 3.6699, 0.2906], [2.9410, -2.1515, 0.8055], [1.9294, -3.5684, -1.0122], [2.2770, -1.0313, -1.3501], [1.9808, -2.2286, -0.3746], [0.8372, 1.1426, 1.1163], [-0.0097, 1.7733, 0.7653], [0.2854, -1.9248, 0.4474], [-3.5029, 2.1625, 1.8202], [-3.9447, 0.5524, 1.2649], [-4.1461, 1.1185, -1.0075], [-3.6179, 2.8705, -0.7545], [-2.0943, 0.2612, -0.0941], [-2.2532, 4.0209, 0.8900], [-0.5382, 4.2987, 0.5763], [-1.5901, 4.1263, -0.6781], [2.7334, -2.8558, 1.6109], [3.9641, -2.4231, 0.6407], [3.0709, -1.0663, 1.2363], [2.3071, -4.3797, -0.4974], [2.5405, -3.4670, -1.9145], [0.8925, -3.9866, -1.2305], [1.6402, -1.2745, -2.2980], [2.1158, -0.0874, -0.9167], [3.3210, -1.0617, -1.7281], [0.7972, -1.1400, 1.3740]]}

=====

Entry 4:
{"formula": "C9H18N3P", "method": "the ωB97M-V functional and the def2-TZVPD basis", "homo_lumo_gap_ev": 9.549, "total_energy_ha": -859.26689, "homo_ev": -8.586, "lumo_energy_ev": 0.96, "total_charge": 0, "smiles": "C=CC[C@@H]1C[C@H](CC=C)N(N)PN1", "species": ["C", "C", "C", "C", "C", "C", "C", "C", "C", "N", "N", "N", "P", "H", "H", "H", "H", "H", "H", "H", "H", "H", "H", "H", "H", "H", "H", "H", "H", "H", "H"], "positions_angstrom": [[0.5478, -2.1752, 2.8022], [-2.0062, 2.5521, 1.5454], [1.4134, -1.7935, 1.8826], [-0.9849, 2.4613, 0.7155], [0.0570, -0.1950, -0.2092], [1.2854, -1.0550, -0.5094], [0.0427, 1.0684, -1.0368], [1.3595, -2.2427, 0.4581], [-1.0863, 2.0203, -0.7140], [1.1830, -1.5485, -1.8744], [-0.0921, 0.6249, -2.7141], [-1.3679, 0.2476, -3.1106], [1.1476, -0.4330, -3.1800], [0.6037, -1.8411, 3.8238], [-0.2498, -2.8579, 2.5625], [-1.8892, 2.8755, 2.5656], [-3.0102, 2.3162, 1.2341], [2.2149, -1.1095, 2.1293], [0.0144, 2.7170, 1.0468], [-0.8434, -0.7847, -0.4037], [0.0550, 0.0693, 0.8525], [2.1868, -0.4275, -0.3702], [1.0088, 1.5705, -1.0236], [2.2515, -2.8289, 0.2225], [0.4876, -2.8807, 0.3079], [-2.0571, 1.5501, -0.8869], [-1.0129, 2.8940, -1.3699], [1.8053, -2.3256, -2.0544], [-1.7950, -0.4700, -2.5241], [-1.9726, 1.0617, -3.1559], [2.1319, 0.4807, -2.7129]]}